[1]
{"formula": "C5H6N2", "method": "wB97M-V/def2-TZVPD", "elements": ["N", "C", "C", "C", "C", "C", "N", "H", "H", "H", "H", "H", "H"], "xyz": [[2.237, 1.763, 1.184], [1.785, 0.859, 0.618], [1.206, 0.112, -0.462], [-0.033, -0.598, -0.899], [-1.091, -1.020, 0.069], [-0.871, 0.371, 0.690], [-0.130, 0.826, -0.583], [1.889, 0.177, -1.310], [-0.002, -0.823, -1.963], [-2.047, -1.063, -0.462], [-0.922, -1.929, 0.644], [-1.751, 0.990, 0.865], [-0.270, 0.334, 1.608]], "spin_multiplicity": 1, "orbital_gap_ev": 10.58, "e_homo_ev": -9.793}

[2]
{"formula": "C34H100N6O16", "method": "wB97M-V/def2-TZVPD", "elements": ["C", "C", "O", "O", "H", "H", "H", "H", "H", "H", "C", "C", "O", "O", "H", "H", "H", "H", "H", "H", "C", "C", "O", "O", "H", "H", "H", "H", "H", "H", "C", "O", "H", "H", "H", "H", "C", "O", "H", "H", "H", "H", "C", "O", "H", "H", "H", "H", "C", "O", "H", "H", "H", "H", "C", "C", "C", "O", "C", "N", "H", "H", "H", "H", "H", "H", "H", "H", "H", "H", "H", "C", "C", "C", "O", "C", "N", "H", "H", "H", "H", "H", "H", "H", "H", "H", "H", "H", "C", "C", "C", "O", "C", "N", "H", "H", "H", "H", "H", "H", "H", "H", "H", "H", "H", "C", "C", "C", "O", "C", "N", "H", "H", "H", "H", "H", "H", "H", "H", "H", "H", "H", "C", "C", "C", "O", "C", "N", "H", "H", "H", "H", "H", "H", "H", "H", "H", "H", "H", "C", "C", "C", "O", "C", "N", "H", "H", "H", "H", "H", "H", "H", "H", "H", "H", "H"], "xyz": [[2.546, -4.300, 0.325], [3.519, -3.108, 0.105], [4.891, -3.483, 0.228], [2.451, -4.725, 1.732], [2.858, -5.186, -0.227], [1.534, -4.102, -0.029], [3.365, -2.276, 0.792], [3.420, -2.740, -0.916], [5.019, -4.211, 0.840], [3.332, -5.021, 1.975], [-1.927, -4.264, 6.168], [-2.173, -3.362, 4.973], [-0.968, -3.261, 4.220], [-2.977, -4.174, 7.080], [-1.046, -3.989, 6.746], [-1.701, -5.293, 5.886], [-2.470, -2.356, 5.270], [-2.929, -3.763, 4.298], [-0.616, -4.119, 3.971], [-2.792, -4.892, 7.689], [-2.835, -0.367, -3.616], [-4.210, -0.055, -4.257], [-4.121, 0.771, -5.432], [-2.147, -1.389, -4.345], [-2.954, -0.805, -2.625], [-2.160, 0.478, -3.481], [-4.818, 0.343, -3.445], [-4.711, -0.986, -4.523], [-3.477, 0.306, -5.970], [-1.340, -1.660, -3.901], [4.707, -0.014, -0.716], [4.381, -0.065, -2.041], [4.814, 1.003, -0.339], [3.862, -0.413, -0.156], [5.528, -0.663, -0.410], [5.170, -0.246, -2.556], [2.738, 0.447, 2.771], [1.843, 1.378, 3.415], [3.676, 0.415, 3.325], [2.425, -0.597, 2.812], [3.040, 0.747, 1.767], [1.963, 2.258, 3.051], [3.410, 4.374, 2.338], [2.241, 3.668, 2.159], [3.142, 5.415, 2.519], [3.924, 3.962, 3.207], [4.022, 4.365, 1.436], [1.546, 4.173, 1.731], [0.495, 0.991, -4.792], [0.079, 2.074, -3.925], [-0.249, 0.856, -5.577], [1.489, 1.192, -5.192], [0.445, 0.012, -4.315], [-0.621, 2.609, -4.306], [-2.693, 3.443, -2.808], [-2.849, 4.281, -4.093], [-2.181, 5.643, -4.106], [-2.629, 6.617, -3.146], [-3.916, 7.194, -3.397], [-2.419, 3.356, -5.129], [-3.383, 2.606, -2.913], [-3.049, 4.003, -1.943], [-1.683, 3.267, -2.438], [-3.917, 4.494, -4.098], [-2.337, 6.095, -5.086], [-1.153, 5.309, -3.966], [-3.926, 7.674, -4.375], [-4.189, 7.957, -2.667], [-4.639, 6.390, -3.261], [-2.873, 2.458, -5.041], [-2.781, 3.713, -6.002], [2.899, 8.472, 1.692], [4.293, 8.026, 1.256], [4.324, 7.423, -0.160], [3.450, 6.301, -0.189], [3.636, 5.427, -1.264], [5.174, 9.149, 1.353], [2.320, 9.013, 0.943], [2.898, 9.023, 2.633], [2.355, 7.566, 1.961], [4.736, 7.282, 1.919], [5.319, 7.027, -0.359], [3.958, 8.149, -0.886], [3.895, 5.930, -2.196], [2.814, 4.759, -1.521], [4.463, 4.742, -1.076], [4.933, 9.919, 0.746], [4.982, 9.507, 2.277], [1.207, -8.106, -0.323], [0.179, -7.971, 0.702], [-0.730, -6.735, 0.645], [-1.547, -6.738, 1.820], [-2.486, -5.678, 1.799], [-0.629, -9.212, 0.610], [1.815, -7.201, -0.298], [0.810, -8.206, -1.334], [1.794, -9.019, -0.231], [0.777, -8.089, 1.606], [-1.431, -6.850, -0.183], [-0.079, -5.879, 0.466], [-3.149, -5.701, 0.935], [-1.983, -4.711, 1.777], [-3.072, -5.801, 2.710], [-1.177, -9.145, 1.456], [-1.247, -9.174, -0.188], [-4.586, -0.183, 4.792], [-4.152, 1.287, 4.605], [-2.665, 1.354, 5.050], [-2.367, 2.759, 5.202], [-0.958, 3.083, 5.201], [-4.299, 1.698, 3.265], [-4.362, -0.510, 5.807], [-4.074, -0.858, 4.107], [-5.625, -0.424, 4.568], [-4.820, 1.850, 5.257], [-1.992, 0.923, 4.309], [-2.513, 0.777, 5.962], [-0.881, 4.170, 5.214], [-0.329, 2.704, 4.395], [-0.718, 2.723, 6.201], [-3.527, 1.268, 2.777], [-4.121, 2.689, 3.186], [-0.678, -3.562, -1.236], [0.218, -3.470, -2.451], [-0.061, -4.488, -3.503], [-0.014, -5.733, -2.907], [-0.694, -6.765, -3.604], [0.155, -2.172, -3.118], [-0.249, -3.007, -0.402], [-0.817, -4.599, -0.931], [-1.649, -3.087, -1.370], [1.270, -3.614, -2.204], [0.644, -4.436, -4.333], [-1.093, -4.391, -3.839], [-0.328, -6.866, -4.626], [-1.772, -6.616, -3.529], [-0.475, -7.736, -3.161], [0.516, -1.376, -2.612], [0.785, -2.242, -3.904], [1.336, 1.845, -0.314], [1.035, 0.400, -0.639], [-0.477, 0.191, -0.466], [-0.953, 0.125, 0.840], [-0.789, -1.086, 1.540], [1.416, 0.088, -1.960], [2.401, 2.077, -0.340], [1.015, 2.032, 0.711], [0.776, 2.464, -1.014], [1.473, -0.250, 0.118], [-0.787, -0.754, -0.911], [-1.045, 0.957, -0.994], [-0.814, -0.839, 2.601], [0.216, -1.493, 1.433], [-1.546, -1.842, 1.335], [2.423, 0.087, -2.037], [1.039, 0.894, -2.438]], "spin_multiplicity": 1, "orbital_gap_ev": 9.09, "e_homo_ev": -8.785}

[3]
{"formula": "C36H42F16N14O32S16", "method": "wB97M-V/def2-TZVPD", "elements": ["C", "N", "C", "C", "C", "C", "C", "C", "C", "C", "N", "C", "C", "C", "H", "H", "H", "H", "H", "H", "H", "H", "H", "H", "H", "H", "H", "H", "C", "N", "C", "C", "C", "C", "C", "C", "C", "C", "N", "C", "C", "C", "H", "H", "H", "H", "H", "H", "H", "H", "H", "H", "H", "H", "H", "H", "C", "N", "C", "C", "C", "C", "C", "C", "C", "C", "N", "C", "C", "C", "H", "H", "H", "H", "H", "H", "H", "H", "H", "H", "H", "H", "H", "H", "N", "S", "O", "O", "F", "S", "O", "O", "F", "N", "S", "O", "O", "F", "S", "O", "O", "F", "N", "S", "O", "O", "F", "S", "O", "O", "F", "N", "S", "O", "O", "F", "S", "O", "O", "F", "N", "S", "O", "O", "F", "S", "O", "O", "F", "N", "S", "O", "O", "F", "S", "O", "O", "F", "N", "S", "O", "O", "F", "S", "O", "O", "F", "N", "S", "O", "O", "F", "S", "O", "O", "F"], "xyz": [[26.156, 21.598, -18.638], [27.394, 22.345, -18.776], [28.526, 21.654, -18.908], [29.765, 22.250, -19.148], [29.827, 23.652, -19.116], [28.614, 24.323, -18.852], [27.405, 23.721, -18.701], [31.064, 24.384, -19.367], [32.309, 23.878, -19.074], [33.469, 24.638, -19.272], [33.389, 25.856, -19.819], [32.162, 26.389, -20.182], [31.016, 25.656, -19.937], [34.566, 26.696, -19.863], [26.111, 20.657, -19.186], [25.360, 22.224, -19.037], [26.051, 21.294, -17.596], [28.363, 20.585, -18.923], [30.638, 21.631, -19.301], [28.654, 25.404, -18.846], [26.471, 24.195, -18.428], [32.504, 22.864, -18.755], [34.440, 24.172, -19.190], [32.303, 27.356, -20.641], [30.054, 26.029, -20.261], [34.875, 27.023, -18.871], [34.428, 27.637, -20.395], [35.384, 26.229, -20.410], [29.572, 22.419, -22.850], [28.280, 22.944, -22.424], [28.103, 24.294, -22.301], [26.896, 24.809, -21.877], [25.728, 24.034, -21.882], [25.964, 22.648, -22.091], [27.194, 22.113, -22.303], [24.408, 24.621, -21.719], [23.294, 24.018, -22.353], [22.002, 24.584, -22.164], [21.847, 25.567, -21.291], [22.918, 26.221, -20.783], [24.208, 25.782, -21.022], [20.562, 26.170, -21.010], [29.826, 21.532, -22.271], [30.325, 23.168, -22.612], [29.465, 22.225, -23.915], [29.011, 24.867, -22.414], [26.847, 25.884, -21.984], [25.122, 22.004, -21.875], [27.408, 21.073, -22.501], [23.465, 23.141, -22.961], [21.066, 24.214, -22.559], [22.720, 27.111, -20.202], [25.125, 26.169, -20.600], [19.792, 25.474, -21.345], [20.366, 26.935, -21.763], [20.428, 26.597, -20.020], [23.912, 29.841, -22.237], [23.784, 28.634, -23.082], [24.892, 27.883, -23.377], [24.766, 26.783, -24.185], [23.557, 26.498, -24.844], [22.420, 27.240, -24.513], [22.597, 28.323, -23.638], [23.473, 25.279, -25.760], [24.223, 24.147, -25.589], [24.135, 23.098, -26.509], [23.261, 23.123, -27.532], [22.492, 24.221, -27.697], [22.606, 25.314, -26.835], [23.321, 22.055, -28.508], [24.872, 30.301, -22.466], [23.780, 29.639, -21.175], [23.184, 30.577, -22.576], [25.766, 28.244, -22.854], [25.728, 26.299, -24.299], [21.420, 27.060, -24.885], [21.722, 28.907, -23.389], [24.867, 24.041, -24.728], [24.862, 22.311, -26.374], [21.771, 24.183, -28.500], [22.082, 26.206, -27.147], [22.344, 21.822, -28.926], [23.802, 21.170, -28.094], [23.993, 22.438, -29.277], [34.276, 22.845, -23.947], [33.349, 21.766, -23.062], [32.838, 22.267, -21.818], [33.762, 20.368, -23.204], [32.017, 21.850, -23.879], [35.121, 23.435, -22.805], [35.952, 22.518, -22.000], [34.568, 24.679, -22.267], [36.245, 23.985, -23.824], [27.566, 19.350, -20.909], [28.710, 18.265, -20.498], [28.817, 17.024, -21.207], [29.052, 18.329, -19.106], [29.915, 19.063, -21.218], [26.368, 18.407, -21.084], [25.964, 17.484, -20.038], [26.216, 18.069, -22.468], [25.196, 19.557, -20.904], [23.250, 22.832, -19.319], [21.945, 22.201, -19.632], [20.870, 23.074, -20.104], [21.597, 20.979, -18.887], [22.495, 21.581, -20.979], [22.678, 23.646, -18.004], [22.388, 22.886, -16.811], [21.954, 24.913, -18.179], [24.132, 24.274, -17.633], [19.039, 25.357, -24.064], [18.442, 26.745, -24.244], [17.066, 26.945, -24.728], [19.436, 27.760, -24.538], [18.222, 26.999, -22.644], [18.863, 24.893, -25.699], [19.374, 25.808, -26.707], [17.652, 24.128, -25.911], [20.026, 23.796, -25.683], [20.902, 29.466, -18.094], [21.951, 30.573, -17.846], [21.434, 31.763, -17.185], [23.059, 30.738, -18.789], [22.762, 29.813, -16.691], [20.483, 29.970, -19.631], [21.130, 29.159, -20.675], [20.133, 31.370, -19.898], [19.041, 29.285, -19.606], [26.300, 28.247, -20.355], [26.294, 28.010, -18.870], [26.577, 29.142, -18.033], [26.670, 26.682, -18.428], [24.708, 27.874, -18.683], [27.992, 28.337, -20.491], [28.587, 27.024, -20.586], [28.684, 29.462, -19.915], [27.995, 28.739, -22.050], [29.714, 25.394, -24.663], [28.788, 24.888, -25.944], [29.286, 25.457, -27.199], [27.328, 24.831, -25.775], [29.148, 23.357, -25.971], [29.179, 26.823, -24.722], [27.797, 27.137, -24.416], [29.907, 27.828, -25.485], [29.729, 27.194, -23.249], [22.865, 20.294, -25.759], [21.518, 21.001, -24.918], [21.803, 22.142, -24.113], [20.468, 20.117, -24.567], [20.975, 21.574, -26.347], [23.630, 19.981, -24.479], [22.962, 19.209, -23.466], [24.551, 21.028, -24.027], [24.668, 18.862, -25.022]], "spin_multiplicity": 1, "orbital_gap_ev": 6.11, "e_homo_ev": -6.280, "charge": -2}

Values for max |F|, eV Å⁻¹, ordered as above
1.48, 2.66, 10.67
Values for M, g/mol, ordered as above
94.1, 849.2, 1999.8